No. 1
A molecular structure, C9H13BClF9OP2Pt, computed with the ωB97M-V functional and the def2-TZVPD basis.

The net charge is +2. The calculation puts the LUMO energy at -12.0685 eV. For the gap between HOMO and LUMO, the calculation gives 3.03 eV.

```
37
Properties=species:S:1:pos:R:3:lowdin_charge:R:1
C -1.894 -0.196 -4.043 -0.101
C -2.510 -0.240 -2.625 -0.354
P -1.476 -1.157 -1.439 1.123
C -2.432 -1.319 0.080 -0.204
B 0.157 -0.101 -1.169 -0.518
C 0.220 1.334 -0.679 -0.133
C 1.117 1.475 0.586 -0.049
C 0.288 1.781 1.812 -0.433
F -0.928 1.174 1.743 0.110
F 0.059 3.116 1.858 0.159
C 0.967 1.396 3.139 -0.363
F 2.030 2.195 3.297 0.193
F 0.088 1.597 4.142 0.185
C 1.472 -0.073 3.239 -0.344
F 1.756 -0.307 4.532 0.196
F 2.594 -0.232 2.513 0.158
C 0.479 -1.174 2.793 -0.488
F 0.410 -1.171 1.427 0.099
F -0.748 -0.994 3.282 0.207
F 0.954 -2.373 3.158 0.204
P 1.657 -1.265 -1.727 0.610
O 2.500 -1.614 -0.430 -0.267
Cl 2.907 -0.088 -2.787 0.392
H -0.957 -0.734 -4.068 0.051
H -2.558 -0.683 -4.734 0.087
H -1.741 0.826 -4.347 0.086
H -3.436 -0.797 -2.633 0.095
H -2.713 0.743 -2.214 0.110
H -2.435 -0.383 0.634 0.070
H -2.028 -2.072 0.735 0.056
H -3.454 -1.550 -0.176 0.071
H -0.768 1.759 -0.545 0.123
H 0.688 1.922 -1.471 0.134
H 1.796 2.297 0.436 0.152
H 1.725 0.594 0.720 0.086
H 2.391 -2.534 -0.154 0.107
Pt 3.822 -1.151 -4.886 0.392
```

No. 2
A single C19H25N5O3S molecule, computed with the ωB97M-V functional and the def2-TZVPD basis.

As for the structure (SMILES): CCCn1c(=O)c2sccc2n2c(CCCC(=O)NC[C@H]3CCCO3)nnc12. The calculation puts the LUMO energy at -0.1476 eV. For the gap between HOMO and LUMO, the calculation gives 8.78 eV. For the energy relative to the best compared isomer or geometry (same formula, charge and spin), the calculation gives 0.5 kJ/mol.

```
53
Properties=species:S:1:pos:R:3:lowdin_charge:R:1
C -3.120 3.404 -0.692 -0.104
C -2.001 4.173 -1.381 -0.219
C -0.806 3.284 -1.725 -0.136
N -0.198 2.712 -0.533 0.058
C 0.654 3.497 0.226 -0.442
O 0.926 4.637 -0.089 0.077
C 1.182 2.801 1.385 -0.364
S 2.332 3.506 2.457 1.114
C 2.395 2.055 3.367 -0.375
C 1.581 1.074 2.891 -0.103
C 0.868 1.503 1.749 -0.219
N -0.040 0.831 0.959 0.148
C -0.618 -0.426 0.927 -0.245
C -0.414 -1.482 1.948 -0.106
C -1.650 -2.345 2.232 -0.165
C -2.177 -3.128 1.026 -0.111
C -1.042 -3.883 0.352 -0.515
O -0.599 -4.933 0.770 0.057
N -0.591 -3.270 -0.764 0.081
C 0.591 -3.718 -1.453 -0.108
C 1.683 -2.649 -1.526 -0.315
C 1.356 -1.432 -2.409 -0.114
C 2.209 -0.316 -1.788 -0.126
C 2.708 -0.940 -0.468 -0.183
O 1.937 -2.097 -0.245 -0.111
N -1.339 -0.529 -0.149 0.067
N -1.288 0.619 -0.853 0.106
C -0.522 1.437 -0.191 -0.302
H -3.989 4.043 -0.557 0.070
H -2.805 3.052 0.289 0.067
H -3.409 2.539 -1.284 0.070
H -1.660 4.992 -0.745 0.106
H -2.371 4.602 -2.314 0.111
H -1.115 2.451 -2.357 0.119
H -0.038 3.880 -2.224 0.128
H 3.042 1.995 4.219 0.072
H 1.521 0.096 3.329 0.103
H 0.408 -2.122 1.612 0.120
H -0.122 -1.010 2.887 0.101
H -2.453 -1.713 2.620 0.116
H -1.370 -3.056 3.012 0.118
H -2.647 -2.447 0.318 0.097
H -2.913 -3.852 1.378 0.121
H -0.936 -2.336 -0.951 0.093
H 0.959 -4.586 -0.898 0.126
H 0.346 -4.025 -2.477 0.130
H 2.606 -3.125 -1.901 0.154
H 0.297 -1.187 -2.338 0.096
H 1.601 -1.617 -3.452 0.116
H 3.049 -0.043 -2.424 0.108
H 1.617 0.580 -1.608 0.088
H 2.591 -0.286 0.399 0.106
H 3.770 -1.213 -0.556 0.123
```

No. 3
A molecular structure, C41H59Cl2GeN2O6Ti, computed with the ωB97M-V functional and the def2-TZVPD basis.

The net charge is -1. The calculation puts the LUMO energy (alpha / beta) at 2.5302 / 1.9575 eV. For the gap between HOMO and LUMO (alpha / beta), the calculation gives 6.00 / 7.66 eV. For the energy relative to the best compared isomer or geometry (same formula, charge and spin), the calculation gives 108.9 kJ/mol. The spin multiplicity is 3.

```
112
Properties=species:S:1:pos:R:3:mulliken_spin:R:1
Ti 0.226 0.704 -0.048 0.118
C -2.077 4.500 4.129 -0.005
C -2.703 3.457 3.203 -0.013
C -4.140 3.152 3.647 0.003
C -2.696 3.875 1.736 0.023
C -3.496 4.971 1.420 -0.027
C -3.761 5.333 0.116 0.036
C -3.251 4.537 -0.893 -0.028
C -2.418 3.455 -0.636 -0.011
C -1.968 2.668 -1.851 0.001
C -3.152 2.063 -2.606 0.004
C -1.121 3.521 -2.797 0.027
C -2.055 3.156 0.700 0.026
N -1.086 2.159 1.020 0.210
C -0.272 2.416 2.046 0.468
C 0.453 1.389 2.696 0.117
N 0.527 0.173 2.186 0.251
C 0.495 -0.978 3.051 -0.037
C 1.615 -1.788 3.330 -0.011
C 1.430 -2.959 4.069 -0.001
C 0.197 -3.351 4.541 0.000
C -0.888 -2.530 4.303 0.001
C -0.760 -1.345 3.588 0.013
C -1.983 -0.448 3.515 -0.028
C -3.251 -1.189 3.089 0.000
C -2.186 0.188 4.893 0.004
C 3.058 -1.594 2.877 0.004
C 3.571 -0.158 2.800 0.007
C 3.294 -2.398 1.593 0.002
H -2.028 4.121 5.155 0.000
H -2.671 5.419 4.140 0.000
H -1.065 4.767 3.817 -0.001
H -2.139 2.535 3.306 -0.011
H -4.773 4.041 3.578 0.000
H -4.161 2.815 4.687 0.000
H -4.583 2.374 3.020 -0.001
H -3.948 5.535 2.229 0.000
H -4.384 6.190 -0.109 0.003
H -3.497 4.764 -1.925 0.000
H -1.322 1.868 -1.536 -0.020
H -3.728 2.844 -3.110 0.001
H -3.830 1.529 -1.939 -0.001
H -2.790 1.368 -3.370 0.000
H -1.748 4.243 -3.328 0.002
H -0.625 2.886 -3.538 0.000
H -0.357 4.072 -2.252 -0.004
H -0.199 3.421 2.447 -0.084
H 0.875 1.619 3.674 -0.020
H 2.302 -3.577 4.266 0.000
H 0.084 -4.273 5.100 0.000
H -1.859 -2.798 4.703 0.002
H -1.810 0.329 2.772 0.042
H -3.593 -1.891 3.857 0.000
H -3.096 -1.738 2.158 0.000
H -4.053 -0.469 2.911 0.000
H -2.267 -0.592 5.658 0.000
H -3.102 0.778 4.918 -0.001
H -1.346 0.833 5.167 -0.001
H 3.647 -2.084 3.655 -0.001
H 3.108 0.400 1.997 0.002
H 4.652 -0.160 2.632 0.002
H 3.377 0.367 3.741 -0.002
H 2.785 -1.939 0.746 -0.002
H 2.911 -3.415 1.710 0.000
H 4.362 -2.468 1.368 0.000
Cl 6.870 2.868 -2.262 -0.003
C 5.427 2.109 -1.611 -0.093
C 5.518 0.837 -1.057 0.210
C 4.368 0.245 -0.545 -0.159
C 3.143 0.889 -0.570 0.194
O 2.047 0.289 -0.043 0.063
C 3.059 2.187 -1.135 -0.035
C 1.844 2.888 -1.155 0.480
O 0.740 2.419 -0.615 0.081
C 4.232 2.778 -1.657 0.136
H 6.467 0.319 -1.029 0.017
H 4.423 -0.748 -0.130 -0.001
H 1.787 3.873 -1.605 -0.003
H 4.175 3.770 -2.089 0.008
O -3.390 0.257 0.327 0.001
Cl -2.466 -0.500 -0.499 0.002
O -2.948 -1.857 -0.677 0.001
O -1.150 -0.643 0.373 0.017
O 0.100 0.114 -1.802 0.019
C 2.594 -3.378 -7.022 0.000
C 1.552 -2.474 -6.370 0.000
C 1.545 -2.584 -4.850 0.001
C 0.526 -1.658 -4.177 0.001
Ge 0.796 -1.492 -2.260 0.001
C 0.224 -2.996 -1.175 0.001
C 0.611 -4.338 -1.818 0.001
C -0.430 -4.845 -2.812 0.000
C -0.046 -6.185 -3.430 0.000
H 2.614 -3.260 -8.108 0.000
H 2.390 -4.431 -6.805 0.000
H 3.595 -3.152 -6.643 0.000
H 0.556 -2.724 -6.752 0.000
H 1.739 -1.432 -6.647 0.000
H 2.553 -2.363 -4.476 0.000
H 1.344 -3.627 -4.578 0.000
H -0.499 -1.964 -4.409 -0.001
H 0.643 -0.638 -4.559 0.000
H 2.339 -1.433 -2.131 0.000
H -0.850 -2.951 -0.994 0.001
H 0.704 -2.866 -0.202 -0.003
H 0.732 -5.093 -1.034 0.000
H 1.586 -4.270 -2.322 0.000
H -0.575 -4.105 -3.602 0.000
H -1.392 -4.928 -2.297 0.000
H 0.894 -6.106 -3.986 0.000
H -0.812 -6.547 -4.120 0.000
H 0.092 -6.946 -2.656 0.000
```

No. 4
A single C5H8O molecule, computed with the ωB97M-V functional and the def2-TZVPD basis.

As for the structure (SMILES): C[C@H]1C[C@H]1C=O. The calculation puts the LUMO energy at 1.0293 eV. For the gap between HOMO and LUMO, the calculation gives 10.86 eV. For the energy relative to the best compared isomer or geometry (same formula, charge and spin), the calculation gives 166.9 kJ/mol.

```
14
Properties=species:S:1:pos:R:3:lowdin_charge:R:1
C -1.147 -0.979 -0.456 -0.069
C -0.583 0.423 -0.610 -0.276
C -0.171 1.219 0.599 -0.112
C 0.896 0.657 -0.291 -0.197
C 1.522 -0.516 0.480 -0.257
O 2.298 -1.337 0.064 0.067
H -0.766 -1.447 0.456 0.073
H -2.240 -0.966 -0.390 0.078
H -0.861 -1.617 -1.301 0.086
H -1.011 0.958 -1.469 0.137
H -0.118 0.633 1.542 0.089
H -0.397 2.268 0.770 0.106
H 1.554 1.229 -0.952 0.143
H 1.050 -0.489 1.556 0.132
```

> What is the formula in the fourth record?

C5H8O